1.
The following is a DFT calculation (ωB97M-V with the def2-TZVPD basis set) of C44H48KN11 as an isolated structure.

Geometry as ORCA input:
```
! wB97M-V def2-TZVPD RIJCOSX def2/J DEFGRID3
* xyz 0 1
K -2.04 0.47 0.16
C -4.68 4.38 1.40
C -3.87 3.14 1.29
N -3.85 2.43 0.26
C -4.48 2.96 -0.89
C -4.23 2.14 -2.07
N -2.82 1.80 -2.22
C -2.45 1.26 -3.52
C -0.97 1.08 -3.35
N -0.66 0.08 -2.39
C 0.74 0.00 -1.84
C 0.98 -1.80 -0.03
N 1.35 -0.79 0.95
C 2.44 -0.96 1.60
C 3.59 -1.92 1.40
C -1.98 0.96 3.54
C -1.90 1.62 4.75
C -2.54 2.86 4.83
C -3.08 3.45 3.70
C -3.16 2.67 2.53
N -2.64 1.47 2.47
H -5.44 4.45 0.70
H -4.06 5.25 1.08
H -5.03 4.49 2.41
H -4.28 4.04 -1.10
H -5.57 2.91 -0.67
H -4.55 2.68 -3.02
H -4.81 1.19 -1.93
H -2.31 2.68 -2.13
H -2.70 1.91 -4.44
H -3.01 0.30 -3.69
H -0.50 1.98 -3.04
H -0.57 0.81 -4.30
H -0.73 -0.88 -2.82
H 0.84 0.65 -0.97
H 1.34 0.30 -2.68
H 1.72 -2.64 -0.02
H -0.02 -2.20 0.25
H 4.43 -1.58 2.04
H 3.88 -1.88 0.38
H 3.35 -2.98 1.54
H -1.39 1.21 5.57
H -2.64 3.45 5.77
H -3.48 4.43 3.74
C 2.79 -0.10 2.82
N 1.72 0.84 3.27
C 2.26 2.23 3.16
C 1.70 2.92 1.98
N 0.57 3.50 1.82
C 0.55 3.91 0.47
C -0.47 4.54 -0.27
C -0.34 4.73 -1.64
C 0.80 4.24 -2.27
C 1.89 3.69 -1.57
C 1.70 3.51 -0.19
N 2.46 2.94 0.81
C -1.54 -0.46 3.44
N -1.84 -1.28 2.47
C -1.20 -2.44 2.76
C -1.20 -3.65 2.05
C -0.24 -4.61 2.43
C 0.63 -4.37 3.50
C 0.48 -3.24 4.28
C -0.43 -2.29 3.91
N -0.65 -1.04 4.42
H 3.09 -0.80 3.62
H 3.63 0.51 2.49
H 0.94 0.74 2.67
H 3.35 2.24 3.24
H 2.02 2.84 4.08
H -1.37 4.79 0.30
H -1.18 5.32 -2.16
H 0.95 4.31 -3.36
H 2.73 3.24 -2.07
H 3.29 2.37 0.66
H -1.87 -3.71 1.15
H -0.16 -5.49 1.82
H 1.34 -5.12 3.75
H 1.16 -3.00 5.11
H 0.08 -0.53 4.88
N 0.91 -1.41 -1.44
C 1.36 -2.35 -2.41
C 2.68 -2.19 -2.85
C 3.28 -2.88 -3.96
C 4.63 -2.79 -4.24
C 5.47 -1.82 -3.60
C 4.86 -1.07 -2.59
C 3.50 -1.13 -2.30
C 0.55 -3.61 -2.57
C -0.75 -3.60 -2.00
C -1.57 -4.73 -2.02
C -1.19 -5.91 -2.67
C 0.05 -5.97 -3.17
C 0.92 -4.86 -3.09
H 2.73 -3.43 -4.72
H 5.00 -3.23 -5.09
H 6.44 -1.46 -3.96
H 5.44 -0.26 -2.09
H 2.94 -0.43 -1.70
H -1.08 -2.72 -1.49
H -2.55 -4.72 -1.43
H -1.89 -6.76 -2.73
H 0.42 -6.85 -3.63
H 1.99 -4.99 -3.38
*
```

highest occupied orbital energy = -0.16048 Ha
ΔE to the lowest compared entry with this formula, charge and spin = 0.0 kcal/mol


2.
The following is a DFT calculation (ωB97M-V with the def2-TZVPD basis set) of C44H48N7P2SSiZr as an isolated structure.

Geometry as ORCA input:
```
! wB97M-V def2-TZVPD RIJCOSX def2/J DEFGRID3
* xyz 3 1
Zr 0.44 -0.05 -0.44
C 1.99 3.29 0.00
Si 0.33 2.55 0.38
C 0.03 2.66 2.23
C -0.16 3.90 2.85
C -0.34 4.00 4.22
C -0.32 2.85 5.01
C -0.11 1.62 4.43
C 0.05 1.52 3.04
P 0.39 -0.09 2.28
C 1.54 -0.85 3.46
C 1.31 -2.09 4.04
C 2.23 -2.61 4.94
C 3.37 -1.90 5.26
C 3.61 -0.66 4.68
C 2.70 -0.13 3.78
C -1.13 -1.08 2.29
C -1.97 -1.18 3.40
C -3.10 -1.99 3.35
C -3.41 -2.69 2.19
C -2.62 -2.59 1.07
C -1.49 -1.79 1.13
C -1.09 3.45 -0.44
C -1.30 4.82 -0.20
C -2.42 5.47 -0.71
C -3.35 4.76 -1.47
C -3.14 3.43 -1.75
C -2.01 2.78 -1.24
P -1.64 1.11 -1.82
C -1.61 1.40 -3.63
C -2.65 1.06 -4.49
C -2.62 1.48 -5.82
C -1.56 2.24 -6.29
C -0.53 2.60 -5.42
C -0.56 2.19 -4.10
C -3.09 0.08 -1.41
C -3.44 -1.08 -2.11
C -4.54 -1.84 -1.72
C -5.30 -1.45 -0.63
C -4.94 -0.31 0.10
C -3.84 0.44 -0.28
H 2.09 4.26 0.51
H 2.13 3.46 -1.07
H 2.80 2.65 0.36
H -0.16 4.81 2.27
H -0.49 4.97 4.68
H -0.45 2.93 6.08
H -0.03 0.74 5.06
H 0.41 -2.65 3.80
H 2.04 -3.58 5.40
H 4.09 -2.31 5.96
H 4.50 -0.10 4.93
H 2.87 0.86 3.36
H -1.74 -0.63 4.30
H -3.73 -2.07 4.22
H -4.29 -3.33 2.16
H -2.87 -3.12 0.16
H -0.87 -1.76 0.24
H -0.59 5.40 0.37
H -2.56 6.52 -0.52
H -4.23 5.27 -1.87
H -3.85 2.89 -2.38
H -3.52 0.52 -4.14
H -3.44 1.22 -6.48
H -1.55 2.57 -7.32
H 0.27 3.24 -5.78
H 0.22 2.52 -3.43
H -2.91 -1.37 -3.01
H -4.82 -2.71 -2.29
H -6.17 -2.02 -0.34
H -5.54 0.00 0.95
H -3.59 1.33 0.28
N -0.15 -1.60 -2.43
N 0.28 -1.12 -3.67
C 1.23 -0.19 -3.79
N 1.66 0.08 -5.00
S 1.92 0.67 -2.46
H 0.18 -2.55 -2.33
H -1.16 -1.63 -2.45
H -0.05 -1.61 -4.49
H 1.31 -0.38 -5.83
H 2.35 0.80 -5.13
C 1.87 -2.88 0.76
N 3.03 -3.68 1.04
C 4.10 -2.81 1.57
N 4.48 -1.78 0.58
C 3.33 -0.97 0.30
N 2.15 -1.76 -0.24
C 2.68 -2.49 -1.48
N 3.84 -3.29 -1.20
C 3.50 -4.31 -0.20
C 4.91 -2.44 -0.66
H 1.50 -2.45 1.67
H 1.09 -3.51 0.32
H 4.97 -3.43 1.79
H 3.77 -2.34 2.49
H 3.60 -0.22 -0.45
H 3.02 -0.47 1.21
H 2.93 -1.75 -2.23
H 1.89 -3.15 -1.84
H 4.38 -4.91 0.02
H 2.72 -4.97 -0.59
H 5.18 -1.68 -1.40
H 5.79 -3.05 -0.46
*
```

highest occupied orbital energy = -0.58615 Ha